(1)
Formula: C20H22F11HfIN2O2Te
Source: OMol25
Level of theory: ωB97M-V/def2-TZVPD

## Properties
relative energy (zero: lowest compared OMol25 entry of this formula, charge and spin)	0.0	kJ/mol
net charge	0
LUMO energy	-0.011	hartree
Kohn-Sham gap	0.289	Ha
E_tot	-2747.83049	Eh
2S+1	1
HOMO energy	-8.17	eV

Cartesian coordinates (Å):
Hf (-1.396, -0.941, -0.962)
C (-0.598, 3.564, 0.625)
C (0.128, 2.385, 1.251)
C (1.482, 2.186, 0.609)
C (2.407, 3.223, 0.601)
C (3.609, 3.106, -0.074)
C (3.884, 1.950, -0.782)
C (2.999, 0.877, -0.786)
C (3.321, -0.332, -1.638)
C (4.399, -1.236, -1.038)
C (1.806, 0.983, -0.037)
N (0.926, -0.138, -0.007)
C (1.404, -1.183, 0.594)
C (0.835, -2.472, 0.518)
C (1.347, -3.668, 1.019)
C (0.525, -4.685, 0.532)
C (-0.444, -4.070, -0.255)
N (-0.268, -2.732, -0.279)
H (-1.598, 3.665, 1.050)
H (-1.276, 4.001, -1.196)
H (-0.044, 4.492, 0.782)
H (-0.482, 1.488, 1.154)
H (0.234, 2.588, 2.320)
H (2.175, 4.142, 1.126)
H (4.314, 3.926, -0.075)
H (4.799, 1.873, -1.358)
H (3.675, 0.033, -2.606)
H (2.418, -0.911, -1.837)
H (5.312, -0.672, -0.839)
H (4.642, -2.046, -1.726)
H (4.071, -1.685, -0.099)
H (2.331, -1.097, 1.164)
H (2.218, -3.769, 1.648)
H (0.616, -5.743, 0.713)
H (-1.257, -4.527, -0.797)
C (-2.442, -0.202, 3.291)
C (-2.831, -0.534, 1.854)
O (-1.769, -0.411, 0.992)
C (-3.319, -1.994, 1.757)
F (-2.441, -2.823, 2.322)
F (-3.400, -2.350, 0.446)
F (-4.512, -2.221, 2.304)
C (-3.929, 0.450, 1.389)
F (-3.465, 1.710, 1.466)
F (-4.261, 0.235, 0.106)
F (-5.047, 0.394, 2.118)
H (-1.682, -0.906, 3.621)
H (-3.300, -0.250, 3.961)
H (-2.025, 0.802, 3.309)
I (-3.446, -3.617, -2.653)
C (-3.059, -1.519, -2.403)
H (-2.747, -1.181, -3.392)
H (-4.030, -1.074, -2.186)
F (-0.168, -0.639, -2.551)
Te (0.325, 1.845, -2.516)
F (1.440, 3.351, -2.626)
F (-1.751, 0.991, -1.534)
F (-0.988, 2.760, -3.457)
F (1.051, 1.272, -4.140)
O (-0.716, 3.330, -0.791)



(2)
Formula: C20H22F6HgIN3O7S3
Source: OMol25
Level of theory: ωB97M-V/def2-TZVPD

## Properties
relative energy (zero: lowest compared OMol25 entry of this formula, charge and spin)	28.2	kJ/mol
net charge	-1
LUMO energy (spin up / spin down)	0.083 / 0.080	hartree
Kohn-Sham gap (spin up / spin down)	0.195 / 0.264	Ha
E_tot	-3711.13708	Eh
2S+1	2
HOMO energy (spin up / spin down)	-3.04 / -5.01	eV

Cartesian coordinates (Å):
Hg (-0.862, 0.664, 0.380)
C (2.302, -2.878, 0.854)
C (1.001, -3.241, 0.202)
N (0.777, -4.532, -0.014)
C (-0.385, -4.868, -0.586)
C (-1.370, -3.974, -0.918)
C (-2.670, -4.522, -1.417)
O (-2.880, -4.177, -2.798)
C (-1.175, -2.577, -0.677)
C (-2.265, -1.721, -0.992)
N (-2.555, -0.468, -0.535)
C (-3.830, 0.007, -0.732)
C (-4.897, -0.841, -1.145)
C (-6.159, -0.376, -1.442)
C (-6.473, 0.972, -1.323)
C (-5.493, 1.816, -0.833)
C (-4.223, 1.350, -0.525)
I (-2.958, 2.770, 0.350)
C (0.095, -2.208, -0.154)
O (0.525, -0.957, -0.033)
H (2.739, -3.776, 1.290)
H (2.160, -2.113, 1.620)
H (3.007, -2.461, 0.133)
H (-0.551, -5.929, -0.757)
H (-3.496, -4.127, -0.812)
H (-2.657, -5.610, -1.307)
H (-3.724, -4.550, -3.071)
H (-2.968, -2.148, -1.691)
H (-4.725, -1.906, -1.203)
H (-6.914, -1.088, -1.757)
H (-7.454, 1.354, -1.575)
H (-5.719, 2.864, -0.677)
F (3.111, 2.105, 3.730)
C (2.022, 1.377, 3.979)
F (2.191, 0.146, 3.532)
F (1.883, 1.293, 5.307)
S (0.476, 2.211, 3.310)
O (-0.288, 1.130, 2.715)
O (-0.074, 2.819, 4.482)
N (0.903, 3.345, 2.340)
S (1.149, 3.591, 0.837)
O (2.504, 3.835, 0.460)
O (0.302, 2.842, -0.077)
C (0.388, 5.275, 0.756)
F (0.498, 5.753, -0.488)
F (-0.916, 5.231, 1.065)
F (0.981, 6.132, 1.585)
C (5.398, 1.180, 1.113)
C (4.557, 1.372, -0.139)
S (3.017, 0.423, -0.004)
O (2.183, 1.149, 0.990)
C (2.385, 0.809, -1.664)
C (2.653, -0.355, -2.602)
H (6.398, 1.591, 0.968)
H (5.499, 0.122, 1.363)
H (4.939, 1.686, 1.962)
H (5.062, 1.002, -1.036)
H (4.273, 2.415, -0.284)
H (2.832, 1.744, -2.008)
H (1.320, 0.976, -1.518)
H (3.723, -0.559, -2.696)
H (2.271, -0.132, -3.600)
H (2.157, -1.256, -2.236)



(3)
Formula: C20H22MgN2O2
Source: OMol25
Level of theory: ωB97M-V/def2-TZVPD

## Properties
relative energy (zero: lowest compared OMol25 entry of this formula, charge and spin)	241.2	kJ/mol
net charge	0
LUMO energy (spin up / spin down)	0.002 / -0.008	hartree
Kohn-Sham gap (spin up / spin down)	0.186 / 0.113	Ha
E_tot	-1235.26470	Eh
2S+1	1
HOMO energy (spin up / spin down)	-5.01 / -3.28	eV

Cartesian coordinates (Å):
C (2.303, -1.543, -0.383)
C (2.422, -0.551, -1.457)
H (2.013, -1.080, 0.542)
H (2.155, -1.381, -2.269)
H (3.237, -2.102, -0.189)
H (1.608, 0.199, -1.423)
H (3.458, -0.202, -1.295)
H (2.671, -0.679, -2.601)
C (-1.289, -1.355, 2.307)
C (-1.497, -2.708, 2.574)
C (-2.479, -3.407, 1.854)
C (-3.181, -2.732, 0.837)
H (-0.533, -0.776, 2.850)
H (-0.905, -3.191, 3.347)
H (-2.688, -4.453, 2.048)
H (-3.927, -3.232, 0.229)
N (-2.020, -0.691, 1.389)
C (-2.900, -1.372, 0.601)
C (-3.433, -0.611, -0.549)
N (-2.917, 0.646, -0.743)
C (-3.263, 1.349, -1.843)
C (-4.716, -0.431, -2.589)
C (-4.165, 0.842, -2.795)
H (-2.802, 2.334, -1.965)
H (-4.389, 1.445, -3.668)
C (-4.344, -1.160, -1.464)
H (-4.705, -2.168, -1.266)
H (-5.413, -0.866, -3.308)
Mg (-1.673, 1.272, 0.778)
C (1.228, -2.578, -0.768)
H (0.352, -2.068, -1.258)
H (0.933, -3.004, 0.216)
H (1.615, -3.358, -1.480)
O (-0.383, 2.865, 1.016)
C (0.596, 2.058, 0.809)
O (0.347, 0.818, 0.501)
C (1.997, 2.548, 0.912)
C (2.960, 1.736, 1.511)
C (4.283, 2.197, 1.599)
C (4.638, 3.452, 1.094)
C (3.644, 4.263, 0.530)
C (2.321, 3.821, 0.459)
H (2.697, 0.761, 1.922)
H (5.047, 1.566, 2.063)
H (5.669, 3.799, 1.152)
H (3.889, 5.258, 0.132)
H (1.542, 4.472, 0.038)



What is the formula in the second record? C20H22F6HgIN3O7S3



What is the 2S+1 in the first record? 1



Look up the E_tot of the third one. -1235.26470 Eh



Which formula does entry 1 have? C20H22F11HfIN2O2Te